{"formula": "C24H67N5O9", "method": "ωB97M-V/def2-TZVPD", "elements": ["C", "H", "H", "C", "C", "H", "H", "C", "C", "H", "O", "H", "H", "H", "H", "H", "H", "H", "H", "H", "C", "C", "H", "H", "H", "H", "H", "H", "C", "O", "O", "H", "H", "H", "C", "H", "C", "H", "H", "H", "H", "H", "C", "H", "N", "H", "H", "H", "H", "H", "O", "H", "H", "H", "C", "H", "C", "H", "H", "O", "H", "H", "H", "H", "H", "C", "N", "H", "H", "C", "C", "C", "H", "H", "H", "H", "O", "C", "N", "C", "H", "H", "C", "H", "H", "H", "H", "H", "H", "H", "H", "O", "C", "H", "O", "O", "N", "H", "N", "H", "H", "C", "C", "H", "C"], "coordinates": [[4.75, 2.47, 1.34], [-5.57, -0.19, -0.96], [-2.96, -5.45, 0.07], [4.50, -2.11, 3.04], [-0.69, -4.53, 1.44], [0.28, 0.37, -0.81], [-3.99, -0.79, -0.68], [-0.66, 3.05, -2.07], [2.51, 2.07, 0.83], [0.98, 5.80, -3.42], [3.73, 1.55, 1.32], [3.19, 5.21, -0.96], [2.53, -0.57, 1.87], [5.60, 1.97, 1.78], [2.86, -3.73, 0.44], [-1.17, 3.37, -1.15], [2.37, 3.91, 1.89], [-3.72, 0.09, 3.18], [5.50, -6.42, 0.97], [0.42, -4.46, 1.49], [1.15, -0.54, -4.55], [-4.05, 3.26, 2.23], [-1.53, -1.64, -5.04], [0.44, 2.58, -4.21], [-5.29, -1.75, -0.19], [-3.24, -5.20, -2.42], [5.06, 2.73, 0.34], [-1.28, 2.30, -2.57], [-4.49, 1.86, 2.47], [-1.30, 1.24, 1.01], [4.64, -4.53, 1.25], [0.03, -0.21, 1.64], [1.89, 1.15, 0.72], [-3.16, 3.23, 1.56], [-3.16, -4.46, -0.38], [-3.62, 1.34, 0.48], [-2.53, -3.38, 0.53], [-5.40, 1.82, 0.50], [-0.02, -2.32, -0.10], [2.80, -4.20, 2.21], [-5.08, -5.07, -0.80], [-1.02, -5.52, 1.06], [-0.17, -0.88, -3.85], [4.12, -6.09, -0.01], [0.43, 3.30, 1.01], [3.86, -6.37, 1.78], [2.10, -1.65, 0.75], [-1.06, 4.80, -3.33], [-1.08, -4.52, 2.46], [0.55, 4.12, 0.38], [0.34, -1.58, -0.63], [5.45, -2.62, 3.03], [-1.62, -4.89, -1.88], [2.42, 0.49, -3.50], [-4.60, 1.25, 1.01], [-0.26, 3.66, 1.66], [4.51, -5.92, 1.02], [-0.57, 1.83, 0.72], [0.10, -1.16, -2.83], [1.19, 5.21, -1.34], [0.75, 3.05, 3.68], [2.58, 6.69, -1.73], [4.48, -2.01, 0.93], [-4.84, 3.85, 1.73], [-0.76, 0.04, -3.86], [-0.44, -0.41, -0.49], [0.05, 3.50, -4.41], [2.29, 2.16, 3.76], [-2.60, 1.28, 2.74], [1.44, 2.38, 3.08], [1.75, 3.03, 1.74], [1.09, 4.94, -2.73], [-5.00, -4.31, 0.55], [-2.74, -3.54, -2.34], [0.81, 1.50, 2.88], [3.85, -2.51, 3.83], [-1.12, -3.43, 0.68], [2.32, 5.91, -1.01], [-4.64, -4.23, -0.38], [-0.24, 4.14, -3.08], [-0.85, 3.26, -4.82], [2.78, 2.56, -0.14], [3.79, -2.33, 1.73], [0.25, 2.45, -1.84], [-2.80, -2.37, 0.13], [-2.96, -3.49, 1.52], [4.72, -1.06, 3.18], [4.56, 3.37, 1.93], [1.83, -1.37, -4.43], [-3.80, 3.76, 3.18], [2.08, 6.37, -0.05], [1.62, 0.71, -4.01], [-0.81, -0.10, 0.95], [-5.44, 1.84, 2.96], [-4.95, -0.16, 1.04], [-0.81, -1.95, -4.52], [2.51, -1.58, 1.71], [-1.57, -0.81, 1.30], [-3.49, 1.11, 3.24], [0.94, -0.39, -5.60], [1.86, 4.27, -3.07], [-2.62, -4.51, -1.84], [-4.97, -0.72, -0.24], [-1.35, -0.40, -1.11], [3.42, -3.79, 1.41]], "relative_energy_kj_mol": 66.2, "smiles": "COC[C@H](C)N.COC[C@H](C)N.COC[C@H](C)N.COC[C@H](C)N.COC[C@H](C)N.OCCO.OCCO", "max_force_ev_per_a": 3.09, "orbital_gap_ha": 0.33717, "e_tot_ev": -51848.3729, "mol_weight_g_mol": 569.83}